59
Properties=species:S:1:pos:R:3:forces:R:3 method="wB97M-V/def2-TZVPD" charge=-1 relative_energy_kcal_mol=12.03 multiplicity=3
C 1.73043 -3.70183 2.27938 -0.019 0.026 0.062
C -4.55027 -0.11441 -0.63132 -0.120 -0.162 0.057
H 3.57645 -4.59858 2.92886 0.002 -0.022 0.016
C 2.13248 -1.86638 -1.06209 0.323 0.028 -0.283
C 2.18646 -3.23454 1.05480 -0.131 -0.048 0.135
F -5.13438 -0.91929 -1.52429 0.032 0.132 0.164
H 2.48264 4.23080 -3.51940 -0.014 0.047 -0.015
O 1.70963 -0.72347 -1.63420 -0.379 -0.414 0.033
F -5.38758 0.95277 -0.47327 0.121 -0.161 0.090
Pd -0.46122 -0.54574 -1.88720 -0.019 -0.519 0.260
F 0.64397 -3.17247 -2.42873 0.132 0.050 0.110
C -0.16002 -2.23891 2.05280 -0.037 0.169 -0.168
H 2.14242 0.79966 -2.21549 0.028 -0.175 0.004
C -0.62926 0.75359 1.95643 0.021 -0.148 -0.126
F 4.40731 -2.85096 -0.90481 -0.076 0.178 0.058
H 0.30498 0.35149 2.32709 -0.016 0.034 0.014
H -1.10176 -1.85432 2.42303 0.012 -0.033 0.014
C 1.17772 2.52023 -1.85363 -0.061 -0.014 0.090
H -2.80874 4.42025 2.40080 -0.020 0.005 0.009
F 4.20188 -0.95539 -1.90557 -0.052 -0.152 0.196
C 0.30458 -1.73753 0.81660 0.481 -0.185 0.633
H 2.25570 -5.74772 2.71483 0.017 -0.001 0.022
C 1.93170 -3.06763 -2.06023 -0.299 -0.024 -0.263
F 2.27480 -4.28230 -1.58062 0.075 0.037 0.050
C -3.23831 1.43029 -2.12706 0.211 -0.019 -0.452
H 0.56187 4.37563 -1.44935 -0.073 -0.044 -0.030
H -2.86511 3.46776 3.88481 -0.039 0.031 0.014
N -0.45822 -0.81273 0.16387 -0.207 0.059 -1.045
H -4.20238 3.38875 2.72310 -0.003 0.028 0.022
C 2.50211 -4.73800 3.05367 -0.066 0.047 -0.089
N 1.37810 3.87943 -1.75837 0.073 0.185 -0.051
F -4.55970 -0.77079 0.54898 -0.017 0.001 -0.121
F -2.26713 1.41703 -3.05609 0.074 -0.105 0.379
H -0.80740 2.19758 3.51679 0.022 -0.007 -0.015
H 2.26501 -4.67233 4.11613 0.039 -0.048 0.010
C -1.15149 0.19535 0.76603 -0.337 0.169 0.692
H 0.13332 -3.55327 3.70547 -0.014 0.013 -0.007
F -3.26552 2.68607 -1.63399 -0.033 -0.032 0.085
H 3.10779 -3.65690 0.67944 0.000 0.062 -0.017
C 3.69183 -1.69370 -0.90476 0.227 0.145 0.010
H 3.36712 4.54131 -2.01448 0.007 0.038 -0.025
C -2.43570 2.31913 2.12158 0.019 -0.004 0.065
C -1.24650 1.78964 2.61236 -0.033 0.075 0.038
C 0.52923 -3.19451 2.76111 0.039 -0.075 0.060
O 0.13571 2.02119 -1.44324 0.091 0.194 -0.051
C -2.35436 0.75807 0.23888 0.186 -0.020 -0.280
F 2.64497 -2.88778 -3.18986 -0.009 0.037 0.120
N 2.17852 1.80116 -2.43201 0.006 0.126 -0.036
C -2.95932 1.78654 0.95003 0.183 0.110 0.115
F -4.38308 1.28466 -2.83413 -0.034 -0.050 0.066
H -3.87643 2.22081 0.57830 0.020 -0.071 0.003
H 3.10164 2.19595 -2.47276 -0.008 0.103 0.019
C 1.51558 -2.27561 0.30161 -0.159 0.073 -0.191
F 4.00105 -1.05126 0.24075 -0.038 -0.049 -0.153
C -3.07036 0.25260 -1.05279 -0.411 -0.223 -0.194
C -3.11911 3.46127 2.82433 0.035 -0.062 -0.073
O -2.57456 -0.84370 -1.65212 0.225 0.812 -0.100
C 2.38658 4.60677 -2.49727 -0.002 -0.167 0.067
H 2.10433 5.65625 -2.54278 0.025 0.020 0.004